The following is a quantum chemistry calculation of C4BrCrF12O12S4 as an isolated structure, from the OMol25 dataset.

```
34
Properties=species:S:1:pos:R:3:forces:R:3:lowdin_spin:R:1
Cr -0.262 0.735 0.057 0.216 -0.585 -0.199 3.769
Br -1.128 2.806 1.317 -0.072 0.159 0.124 0.073
C -3.310 -1.187 -2.453 -0.242 0.040 -0.505 0.001
F -4.302 -0.816 -1.649 -0.069 0.161 0.259 0.000
F -2.662 -2.192 -1.888 0.244 -0.305 0.197 0.000
F -3.903 -1.679 -3.579 0.043 0.006 0.016 0.000
S -2.193 0.203 -2.919 0.250 -0.309 -0.164 0.006
O -3.121 1.238 -3.290 -0.033 0.205 0.009 0.002
O -1.452 0.430 -1.686 -0.125 0.133 -0.109 0.034
O -1.407 -0.367 -3.991 -0.086 0.109 0.206 0.002
C 2.403 0.949 -3.287 0.432 -0.206 0.001 0.000
F 1.617 1.257 -4.312 -0.258 0.070 -0.210 0.000
F 2.090 -0.275 -2.871 -0.035 -0.174 0.074 0.001
F 3.671 0.881 -3.779 -0.104 0.117 0.034 0.000
S 2.291 2.191 -1.924 -0.331 0.006 0.102 0.006
O 3.563 2.100 -1.263 -0.020 0.013 0.050 0.002
O 2.008 3.415 -2.630 0.111 0.129 0.003 0.002
O 1.152 1.675 -1.168 0.047 0.098 0.021 0.028
C -1.673 -1.199 3.333 0.275 0.062 -0.003 0.001
F -1.258 0.065 3.487 -0.234 -0.533 0.122 0.001
F -0.642 -2.023 3.584 -0.278 0.297 0.096 0.000
F -2.629 -1.451 4.272 0.304 0.129 -0.206 0.000
S -2.338 -1.496 1.638 -0.114 0.144 0.082 0.005
O -3.552 -0.727 1.609 -0.004 0.064 -0.031 0.001
O -1.255 -0.998 0.783 -0.058 0.317 0.027 0.023
O -2.478 -2.927 1.591 -0.010 -0.205 -0.039 -0.001
C 2.686 0.469 3.273 0.153 -0.299 0.174 0.001
F 1.594 0.527 4.037 -0.075 0.029 0.084 0.000
F 2.984 1.703 2.879 0.035 0.212 -0.082 0.000
F 3.705 0.050 4.072 -0.020 0.078 0.026 0.000
S 2.488 -0.697 1.868 -0.115 -0.007 0.211 0.007
O 1.338 -0.108 1.195 0.060 -0.009 -0.116 0.033
O 3.740 -0.591 1.176 0.211 0.049 -0.250 0.002
O 2.235 -1.959 2.516 -0.099 0.003 -0.005 0.001
```
Positions in Å, forces in eV/Å.

Calculated values
- LUMO level (alpha / beta): 6.82 / 6.82 eV
- Orbital gap (alpha / beta): 6.79 / 7.64 eV
- Energy relative to the best compared isomer or geometry (same formula, charge and spin): 0.0 kJ/mol
- 2S+1: 5
- Net charge: -3
- E: -7465.1987 hartree
- <S²>: 6.005

The following is a quantum chemistry calculation of C4Cl2 as an isolated structure in a non-equilibrium geometry, from the OMol25 dataset.

```
6
Properties=species:S:1:pos:R:3:forces:R:3:nbo_charge:R:1
C -0.011 -1.220 -0.906 0.938 0.007 0.333 0.105
C 1.432 -0.509 0.032 -0.467 -0.607 -0.652 0.108
C 0.336 -0.068 0.665 -1.196 0.409 -1.613 -0.244
C -0.331 0.061 -0.677 0.703 0.231 2.031 -0.244
Cl -0.356 0.293 2.145 0.109 -0.156 0.353 0.136
Cl -1.070 1.442 -1.259 -0.086 0.115 -0.452 0.138
```
Positions in Å, forces in eV/Å.

Calculated values
- LUMO level: -0.57 eV
- Orbital gap: 9.81 eV
- Energy relative to the best compared isomer or geometry (same formula, charge and spin): 265.4 kJ/mol
- 2S+1: 1
- E: -1072.5488 hartree

The following is a quantum chemistry calculation of one molecule with the formula C4Cl2FN in a non-equilibrium geometry, from the OMol25 dataset.

```
8
Properties=species:S:1:pos:R:3:forces:R:3:nbo_charge:R:1
N -4.416 -0.214 -0.369 7.323 0.132 2.020 -0.193
C -3.228 -0.238 -0.045 -7.324 -0.632 -1.740 0.190
C -1.915 -0.479 0.278 6.577 -0.639 0.315 -0.059
C -0.651 -0.657 0.401 -3.469 2.095 -1.721 0.046
C 0.856 -0.156 0.246 -0.978 0.555 1.107 0.318
F 1.454 -0.241 1.457 -1.024 0.826 0.306 -0.319
Cl 0.681 1.747 -0.226 0.390 -2.664 0.495 -0.053
Cl 2.110 -0.992 -0.704 -1.495 0.327 -0.781 0.070
```
Positions in Å, forces in eV/Å.

Calculated values
- LUMO level: -1.73 eV
- Orbital gap: 9.32 eV
- Energy relative to the best compared isomer or geometry (same formula, charge and spin): 175.8 kJ/mol
- Structure (SMILES): N#CC#CC(F)(Cl)Cl
- 2S+1: 1
- E: -1227.2741 hartree

The following is a quantum chemistry calculation of C4CoCuNO15 as an isolated structure in a non-equilibrium geometry, from the OMol25 dataset.

```
22
Properties=species:S:1:pos:R:3:forces:R:3:lowdin_spin:R:1
Co 20.799 1.175 17.808 -0.365 1.201 -3.232 2.715
Cu 20.171 1.652 14.959 0.165 -0.985 -0.183 0.145
N 16.681 1.772 14.141 3.439 -1.418 0.538 0.000
O 17.891 1.731 14.548 -0.740 1.953 -0.156 -0.002
O 15.992 2.706 13.864 -0.790 6.688 -0.203 0.000
O 16.151 0.749 13.938 -2.083 -6.872 -0.576 0.000
C 18.521 -0.626 16.852 -6.600 -4.233 3.600 0.003
O 19.597 -0.033 16.787 5.621 2.919 -0.932 0.051
O 17.953 -1.395 16.045 1.425 0.209 -2.179 0.020
O 17.884 -0.626 18.017 0.895 1.338 1.269 0.050
C 19.494 3.815 16.268 -4.544 -0.686 1.373 0.009
O 19.470 2.758 16.897 -0.139 -2.080 2.897 0.158
O 18.545 4.646 16.203 -0.831 1.392 1.399 0.425
O 20.289 3.989 15.409 5.567 1.382 -5.234 0.368
C 20.936 -0.093 12.909 -0.301 -2.466 -2.871 0.013
O 20.107 -0.354 13.737 -4.256 -1.418 3.774 0.381
O 21.626 0.838 13.159 4.457 6.890 1.890 0.354
O 21.108 -0.694 11.854 0.107 -2.454 -3.095 0.189
C 22.954 2.093 16.722 5.199 2.463 1.274 0.007
O 22.213 1.317 16.175 -3.357 -5.321 -3.794 0.068
O 22.453 2.677 17.684 -4.165 2.268 6.517 0.038
O 24.178 2.362 16.565 1.295 -0.768 -2.078 0.007
```
Positions in Å, forces in eV/Å.

Calculated values
- LUMO level (alpha / beta): 9.22 / 9.35 eV
- Orbital gap (alpha / beta): 3.92 / 3.76 eV
- 2S+1: 6
- Net charge: -4
- E: -4358.4981 hartree
- <S²>: 8.792

The following is a quantum chemistry calculation of C4F12KO12S4 as an isolated structure in a non-equilibrium geometry, from the OMol25 dataset.

```
33
Properties=species:S:1:pos:R:3:forces:R:3:mulliken_charge:R:1
K -0.462 0.252 0.786 -1.820 -0.320 18.688 1.643
C 2.908 -2.539 0.089 -1.076 1.949 0.205 0.509
F 2.796 -1.911 -1.067 -0.299 0.097 -0.684 -0.181
F 2.567 -3.807 -0.115 0.297 -0.841 0.215 -0.255
F 4.220 -2.439 0.369 0.312 -0.673 0.878 -0.267
S 1.691 -1.705 1.345 0.456 1.519 0.267 0.988
O 1.628 -2.624 2.456 0.837 -0.694 0.683 -0.677
O 2.282 -0.373 1.642 -0.415 -2.179 -0.300 -0.703
O 0.431 -1.627 0.626 5.120 -4.445 1.385 -0.606
C -0.100 -1.377 -2.963 -0.371 1.377 3.318 0.610
F -0.380 -1.134 -4.211 0.111 -0.351 -1.731 -0.241
F -0.080 -2.729 -2.724 0.080 1.090 -0.590 -0.264
F 1.104 -0.852 -2.648 -0.517 -2.148 -0.797 -0.195
S -1.393 -0.470 -1.842 -2.594 -1.831 2.768 0.863
O -1.406 0.952 -2.003 -0.244 0.110 -1.652 -0.558
O -2.697 -0.968 -2.190 -0.996 -1.632 -1.983 -0.691
O -1.070 -0.984 -0.489 -3.642 -3.609 -10.511 -0.513
C 1.559 3.468 -1.087 -1.466 -2.880 -1.419 0.404
F 2.508 3.798 -1.963 0.367 0.918 -0.161 -0.236
F 1.947 3.776 0.121 0.418 0.724 1.168 -0.225
F 0.423 4.155 -1.377 0.620 0.223 0.153 -0.248
S 1.265 1.567 -1.330 3.055 -0.365 -4.259 1.070
O 0.182 1.192 -0.482 7.066 9.931 -9.363 -0.582
O 0.930 1.439 -2.786 1.628 2.066 2.498 -0.740
O 2.576 0.972 -0.949 -1.875 1.612 -0.590 -0.688
C -2.429 0.557 3.643 0.223 0.322 -2.408 0.581
F -2.900 1.495 4.473 0.084 -0.600 0.663 -0.246
F -1.196 0.968 3.238 -0.317 -0.192 1.082 -0.248
F -2.325 -0.655 4.198 0.046 0.963 0.478 -0.215
S -3.463 0.455 2.067 -3.053 -1.897 -3.547 1.041
O -4.135 1.770 1.807 1.605 -1.784 1.406 -0.728
O -2.544 0.029 0.968 -5.261 1.337 3.834 -0.652
O -4.437 -0.650 2.398 1.621 2.201 0.306 -0.749
```
Positions in Å, forces in eV/Å.

Calculated values
- LUMO level: 6.43 eV
- Orbital gap: 6.07 eV
- Energy relative to the best compared isomer or geometry (same formula, charge and spin): 1365.5 kJ/mol
- 2S+1: 1
- Net charge: -3
- E: -4446.1153 hartree

The following is a quantum chemistry calculation of C4F12KO12S4 as an isolated structure in a non-equilibrium geometry, from the OMol25 dataset.

```
33
Properties=species:S:1:pos:R:3:forces:R:3:nbo_charge:R:1
K 7.370 24.495 3.447 -0.544 0.126 0.100 0.947
C 9.665 27.802 3.788 -1.950 0.450 -1.103 0.722
F 9.120 27.336 4.967 1.389 0.769 -1.229 -0.334
F 10.447 28.906 4.000 -0.033 -1.449 0.413 -0.349
F 10.363 26.787 3.218 -0.069 1.201 0.914 -0.323
S 8.172 28.312 2.634 -1.610 -0.404 -1.535 2.279
O 7.383 29.290 3.385 1.227 -0.793 0.038 -0.978
O 8.604 28.858 1.319 0.603 -0.771 2.081 -0.990
O 7.577 26.969 2.514 0.722 1.286 0.366 -1.014
C 5.889 27.057 6.810 -2.376 -1.588 -3.399 0.764
F 5.288 27.768 7.762 0.844 -0.062 0.517 -0.334
F 6.565 27.887 5.977 -0.094 -0.911 1.547 -0.310
F 6.643 26.041 7.279 0.208 1.445 0.364 -0.327
S 4.443 26.167 5.708 -1.004 -1.630 -2.525 2.199
O 3.545 25.432 6.662 1.862 1.853 -0.976 -0.989
O 3.816 27.281 4.945 0.815 -1.026 1.966 -0.987
O 5.110 25.213 4.732 -0.479 2.064 2.682 -1.006
C 10.311 23.704 -0.379 -3.583 -2.876 1.954 0.730
F 10.415 24.978 -0.281 1.489 1.902 -0.364 -0.297
F 9.925 23.358 -1.624 0.848 0.226 -0.250 -0.343
F 11.410 23.007 -0.036 0.330 0.806 -0.579 -0.336
S 8.845 23.194 0.783 -1.753 -0.885 0.523 2.287
O 9.267 23.341 2.170 1.129 0.768 -0.515 -1.028
O 7.732 24.070 0.411 1.261 0.069 -0.115 -0.995
O 8.572 21.804 0.496 0.694 -0.304 -1.007 -1.002
C 8.149 21.268 6.270 0.087 1.031 -0.216 0.701
F 7.697 22.118 7.289 1.123 -1.670 -1.395 -0.341
F 9.202 21.933 5.630 -1.603 -1.228 1.302 -0.338
F 8.635 20.096 6.802 -0.339 1.692 -0.195 -0.343
S 6.729 20.886 5.068 -1.575 0.823 -3.264 2.310
O 6.388 22.149 4.368 1.661 -1.189 1.201 -1.000
O 7.252 19.845 4.173 0.277 0.888 1.426 -0.984
O 5.602 20.477 5.867 0.442 -0.614 1.272 -0.994
```
Positions in Å, forces in eV/Å.

Calculated values
- LUMO level: 6.32 eV
- Orbital gap: 7.80 eV
- Energy relative to the best compared isomer or geometry (same formula, charge and spin): 240.3 kJ/mol
- 2S+1: 1
- Net charge: -3
- E: -4446.5439 hartree